ORCA calculation (ωB97M-V/def2-TZVPD) on a molecular structure, C60H137HgN18O18 in a non-equilibrium geometry.

Results
- total charge = +1
- E_tot (Ha) = -4861.35822
- lowest unoccupied orbital energy (eV) = -7.7

Each line ends with the Löwdin charge.
Atoms and positions in Å:
Hg 1.08460 1.56177 6.78993  0.06
C -1.43672 0.91631 -0.92313  0.00
C -1.15200 -0.61627 -0.92694  -0.45
C -0.75888 -0.89794 -2.41384  -0.12
C -0.20476 -2.33175 -2.53208  -0.17
C 1.12194 -2.43356 -1.76368  -0.14
C 0.84466 -2.20392 -0.24249  -0.39
N -0.05071 -0.98889 -0.03463  0.18
O -0.35261 -0.72254 1.39120  0.15
C 2.28293 -1.85809 0.28323  0.00
C 0.24950 -3.56454 0.34849  0.03
C -2.46697 -1.39733 -0.60660  0.02
H -0.62120 1.46956 -1.38890  0.10
H -1.54357 1.27300 0.10130  0.09
H -2.40562 1.19319 -1.33866  0.11
H 0.02070 -0.23037 -2.78087  0.13
H -1.63331 -0.76429 -3.05072  0.13
H -0.00617 -2.58871 -3.57258  0.12
H -0.91973 -3.08134 -2.19292  0.10
H 1.81638 -1.75901 -2.26452  0.12
H 1.54869 -3.42036 -1.94320  0.13
H 2.17230 -1.40172 1.26689  0.08
H 2.84682 -1.13172 -0.30200  0.09
H 2.85358 -2.77995 0.39570  0.10
H -0.71912 -3.76364 -0.11004  0.06
H 0.09380 -3.51713 1.42627  0.10
H 0.77042 -4.46895 0.03417  0.10
H -2.44588 -2.48599 -0.55673  0.08
H -3.15970 -1.20423 -1.42569  0.11
H -2.89665 -1.05942 0.33642  0.10
C 0.60682 7.16510 -11.68264  0.00
C 0.66269 5.91974 -10.87724  -0.60
O 1.74658 5.32528 -10.72888  0.00
N -0.40518 5.58559 -10.22824  0.01
C -0.57467 4.41674 -9.40094  -0.06
H 1.01615 6.86009 -12.64571  0.09
H 1.30544 7.95742 -11.41382  0.09
H -0.42277 7.51627 -11.61386  0.08
H -1.16330 6.24512 -10.33000  0.14
H -0.75297 4.64125 -8.34932  0.08
H 0.32226 3.79836 -9.36604  0.09
H -1.47295 3.89024 -9.72341  0.08
C -4.30182 -4.18304 9.25668  -0.01
C -3.57977 -3.63242 8.05385  -0.58
O -2.66329 -2.84073 8.25560  0.03
N -3.83119 -4.15879 6.85605  0.01
C -4.53096 -5.45891 6.62127  -0.07
H -5.35401 -3.92340 9.14011  0.08
H -4.02738 -3.64992 10.16695  0.09
H -4.19604 -5.25692 9.41066  0.08
H -3.36134 -3.76699 6.05241  0.13
H -4.35889 -5.71253 5.57524  0.08
H -5.59585 -5.35241 6.82807  0.08
H -4.19744 -6.30468 7.22254  0.08
C 8.26790 2.39359 4.97183  -0.02
C 7.50561 3.20210 5.93642  -0.57
O 6.30174 3.09502 5.97960  0.04
N 8.20318 3.98559 6.83677  -0.01
C 7.64288 4.73795 7.92997  -0.07
H 8.07421 2.61696 3.92269  0.09
H 8.09785 1.33950 5.19112  0.09
H 9.34400 2.55094 5.04493  0.07
H 9.19089 3.77817 6.79787  0.12
H 8.03974 5.75131 7.86893  0.08
H 7.98573 4.31257 8.87316  0.08
H 6.55363 4.77101 7.90684  0.09
C 9.42989 5.85876 -1.80932  -0.01
C 8.03257 5.71818 -2.44409  -0.54
O 7.32959 6.72294 -2.44983  0.03
N 7.67417 4.52843 -2.98877  0.00
C 6.39115 4.22029 -3.60744  -0.08
H 9.64491 5.07071 -1.08762  0.07
H 9.70712 6.85113 -1.45377  0.08
H 10.16199 5.71093 -2.60320  0.07
H 8.37686 3.81954 -3.14299  0.13
H 5.54784 4.82815 -3.27966  0.08
H 6.18762 3.17931 -3.35642  0.08
H 6.43158 4.39944 -4.68186  0.08
C 0.16573 9.08774 5.66116  -0.02
C 0.81473 7.92151 5.00959  -0.57
O 1.13873 6.91708 5.64003  0.03
N 0.86742 8.00962 3.64590  0.00
C 1.65839 7.00767 2.86507  -0.06
H 0.77107 9.38984 6.51581  0.09
H -0.79023 8.80091 6.09928  0.09
H -0.13801 9.90639 5.00873  0.07
H 0.71092 8.90536 3.20630  0.12
H 1.35652 7.00440 1.81772  0.07
H 1.49236 6.02094 3.29738  0.08
H 2.71807 7.25699 2.92003  0.08
C -9.88234 -1.59185 2.69183  0.00
C -10.68759 -0.91305 1.54889  -0.58
O -10.81366 0.32040 1.44226  0.01
N -11.24893 -1.75503 0.73808  0.01
C -12.06702 -1.20321 -0.38323  -0.04
H -10.60232 -1.87969 3.45790  0.08
H -9.26715 -0.84739 3.19723  0.07
H -9.28579 -2.40704 2.28235  0.07
H -11.01593 -2.73503 0.81157  0.14
H -12.66144 -1.93654 -0.92820  0.08
H -11.42041 -0.68676 -1.09265  0.08
H -12.76841 -0.45795 -0.00806  0.08
C -6.09077 9.38291 -1.96104  0.01
C -6.95805 10.60580 -2.36565  -0.58
O -7.85841 10.99061 -1.66722  0.05
N -6.70077 11.15606 -3.54433  0.00
C -7.30224 12.30027 -4.13695  -0.09
H -6.85353 8.65489 -1.68487  0.08
H -5.46219 9.69297 -1.12627  0.08
H -5.53016 8.96108 -2.79522  0.06
H -6.07407 10.69810 -4.19056  0.14
H -6.66002 12.98572 -4.68993  0.08
H -7.78470 12.92979 -3.38926  0.09
H -8.11446 12.03035 -4.81190  0.09
C -5.46597 4.04551 9.62357  -0.01
C -5.09435 4.01900 8.13307  -0.56
O -3.95708 3.66908 7.79681  0.02
N -5.91551 4.61450 7.28431  0.00
C -5.68667 4.74549 5.83400  -0.06
H -5.28942 3.03551 9.99348  0.08
H -6.49814 4.31688 9.84513  0.07
H -4.86496 4.68745 10.26763  0.08
H -6.83321 4.93690 7.55630  0.13
H -6.59177 5.14599 5.37735  0.08
H -5.32598 3.82115 5.38279  0.08
H -4.81107 5.37045 5.65839  0.08
C 11.90911 -4.12498 4.48341  -0.02
C 12.70011 -2.84702 4.76827  -0.54
O 13.49810 -2.39809 3.93109  0.01
N 12.51231 -2.19010 5.91364  0.02
C 11.56991 -2.60493 6.94022  -0.08
H 10.83219 -4.22906 4.61578  0.07
H 12.34932 -4.92233 5.08219  0.09
H 12.06222 -4.45348 3.45543  0.08
H 13.12219 -1.39886 6.06224  0.15
H 10.83816 -1.83618 7.18855  0.08
H 12.08061 -2.89536 7.85833  0.08
H 11.03398 -3.52108 6.69215  0.07
C 1.20201 -9.41685 -6.04401  -0.01
C 1.36613 -8.78973 -7.35784  -0.63
O 0.36182 -8.44816 -7.96364  0.03
N 2.56723 -8.63587 -7.85394  0.00
C 2.86655 -7.97581 -9.09845  -0.05
H 2.09007 -9.20077 -5.45007  0.08
H 1.16477 -10.48565 -6.25472  0.09
H 0.26002 -9.26300 -5.51764  0.09
H 3.26181 -8.87840 -7.16196  0.14
H 2.08055 -8.07555 -9.84702  0.09
H 3.79183 -8.38018 -9.50887  0.08
H 3.03667 -6.93578 -8.82000  0.09
C -7.05930 -10.00113 -0.12090  0.00
C -8.06352 -9.63219 1.00352  -0.54
O -8.82169 -8.68476 0.89904  0.03
N -8.00598 -10.35710 2.15876  0.00
C -7.46869 -11.70851 2.38050  -0.07
H -6.17670 -10.44774 0.33697  0.06
H -6.80260 -9.06408 -0.61500  0.08
H -7.54429 -10.72560 -0.77515  0.08
H -8.67341 -10.08120 2.86483  0.13
H -7.93091 -12.52876 1.83127  0.08
H -7.56928 -11.82871 3.45917  0.09
H -6.43648 -11.71492 2.03033  0.07
C 6.78011 -11.03049 1.81823  0.00
C 7.41650 -11.80037 2.96954  -0.59
O 8.18436 -11.21044 3.71249  0.04
N 7.14757 -13.07147 3.10751  0.00
C 7.67531 -13.88256 4.14395  -0.09
H 7.47580 -10.86799 0.99500  0.08
H 6.66309 -10.04841 2.27641  0.08
H 5.83831 -11.48464 1.51024  0.07
H 6.65496 -13.54326 2.36262  0.14
H 7.13814 -13.73689 5.08115  0.09
H 8.69192 -13.64506 4.45729  0.09
H 7.65835 -14.95335 3.94091  0.09
C 4.83766 -4.76012 8.37505  -0.01
C 4.98144 -3.45529 9.23047  -0.51
O 4.42194 -2.38918 8.84445  -0.01
N 5.60951 -3.52024 10.40313  0.00
C 5.82002 -2.39120 11.34440  -0.05
H 5.12540 -5.72456 8.79358  0.06
H 5.31154 -4.61327 7.40449  0.07
H 3.80953 -4.96765 8.07842  0.07
H 5.97154 -4.39567 10.75334  0.13
H 4.93520 -2.22869 11.95986  0.09
H 6.25844 -1.49124 10.91317  0.08
H 6.69999 -2.66344 11.92718  0.07
C 13.28027 -1.08755 -3.45592  -0.01
C 11.88004 -1.65891 -3.56993  -0.55
O 10.94283 -1.01168 -4.05351  0.01
N 11.76374 -2.94290 -3.17211  0.00
C 10.48991 -3.69868 -3.16197  -0.06
H 14.06016 -1.71153 -3.01943  0.07
H 13.24837 -0.19496 -2.83113  0.08
H 13.66223 -0.75208 -4.42012  0.08
H 12.56732 -3.43317 -2.80609  0.13
H 9.69173 -3.22594 -3.73429  0.08
H 10.11097 -3.77247 -2.14264  0.08
H 10.69628 -4.65875 -3.63501  0.08
C 0.32391 10.65813 -5.97383  -0.01
C -0.73001 11.25399 -6.83532  -0.58
O -1.83803 10.69880 -6.89382  0.01
N -0.37060 12.33389 -7.50317  0.00
C -1.22694 13.07193 -8.37376  -0.07
H 1.02335 11.41010 -5.60855  0.08
H 0.88706 9.87838 -6.48661  0.09
H -0.20057 10.20378 -5.13325  0.09
H 0.52748 12.73881 -7.28046  0.14
H -2.28757 12.89069 -8.19960  0.09
H -0.98615 12.85464 -9.41439  0.09
H -1.06153 14.12830 -8.16203  0.09
C -9.54427 4.55228 -4.58971  -0.01
C -10.65312 5.40862 -3.97856  -0.59
O -11.16648 6.20771 -4.71770  0.06
N -10.97569 5.11940 -2.70079  0.00
C -12.03801 5.83708 -1.96620  -0.06
H -9.46406 3.60455 -4.05728  0.06
H -8.64517 5.14312 -4.41474  0.08
H -9.76006 4.41514 -5.64929  0.08
H -10.45820 4.46188 -2.13515  0.13
H -12.19404 5.47385 -0.95041  0.08
H -12.99460 5.75358 -2.48202  0.09
H -11.70622 6.86599 -1.82702  0.08
C -9.56854 -4.96669 -9.01983  -0.01
C -9.36615 -3.71701 -8.16307  -0.55
O -10.05408 -2.68809 -8.30245  0.00
N -8.32968 -3.69399 -7.31869  0.00
C -7.31752 -4.78346 -7.23121  -0.07
H -10.11636 -5.70768 -8.43766  0.09
H -8.62433 -5.33227 -9.42346  0.08
H -10.29023 -4.63697 -9.76719  0.08
H -8.23117 -2.81614 -6.82901  0.14
H -6.89300 -4.68318 -6.23231  0.08
H -6.54694 -4.71087 -7.99871  0.08
H -7.87450 -5.71914 -7.18245  0.08

Forces on atoms 1 to 2 (eV/Å):
0.00 0.00 -0.02
0.06 0.09 1.70


ORCA calculation (ωB97M-V/def2-TZVPD) on 18 unconnected molecules or ions with the total composition C24H26Cl51NO in a non-equilibrium geometry.

Results
- E_tot (Ha) = -24529.72996
- lowest unoccupied orbital energy (eV) = 0.1

Each line ends with the Löwdin charge.
Atoms and positions in Å:
C -2.67268 -2.32225 1.48562  0.11
C -1.95691 -1.50389 0.97706  -0.15
C -1.16268 -0.42966 0.36994  -0.18
C -1.98055 0.89028 0.52779  -0.26
C -3.20264 0.68895 -0.44149  -0.13
N -3.28839 2.01290 -1.09381  0.05
C -1.97018 2.45635 -1.26639  -0.46
O -1.43399 2.92251 -2.24002  0.05
C -1.30558 2.20914 0.10808  -0.03
H -3.52375 -2.77570 1.92647  0.03
H -0.16946 -0.36644 0.82282  0.06
H -0.99241 -0.64980 -0.68819  0.12
H -2.32257 0.89046 1.56443  0.14
H -2.95756 -0.02154 -1.24285  0.12
H -4.09297 0.30309 0.05373  0.12
H -3.71892 1.88200 -2.00757  0.00
H -0.22129 2.27602 0.17055  0.11
H -1.74333 3.00004 0.73029  0.10
C 3.08779 1.64474 1.88397  -1.56
Cl 1.91736 2.21565 3.08031  0.53
Cl 4.57474 1.11460 2.66723  0.53
Cl 2.40310 0.33838 0.90816  0.52
H 3.31809 2.47258 1.21287  -0.11
C 1.48732 2.61188 -4.38200  -1.55
Cl 0.84688 1.52221 -5.61600  0.52
Cl 2.78671 1.83811 -3.47646  0.50
Cl 2.03448 4.12547 -5.10622  0.53
H 0.69103 2.84237 -3.68243  -0.02
C 6.34200 -0.40185 -3.75943  -1.57
Cl 5.55523 0.13726 -2.27190  0.48
Cl 5.66160 0.41589 -5.16646  0.53
Cl 8.08563 -0.13760 -3.66973  0.53
H 6.16738 -1.46286 -3.87226  -0.05
C 3.75287 -3.61991 -1.24613  -1.49
Cl 5.12526 -3.09677 -2.22649  0.53
Cl 4.06956 -5.18994 -0.50261  0.52
Cl 3.38754 -2.40394 -0.01973  0.49
H 2.89140 -3.72235 -1.89401  0.02
C 4.98225 5.10834 1.35695  -1.51
Cl 4.31606 4.09329 0.06370  0.57
Cl 6.34924 4.31738 2.14032  0.54
Cl 5.45806 6.67702 0.71102  0.52
H 4.20730 5.26471 2.09809  0.02
C -3.99039 1.37858 -6.16166  -1.53
Cl -4.47880 -0.24929 -6.64117  0.51
Cl -5.31384 2.52222 -6.39632  0.53
Cl -3.44526 1.39556 -4.48127  0.56
H -3.16292 1.68478 -6.78680  0.01
C 2.38554 -4.42913 3.49169  -1.55
Cl 2.00696 -5.70465 4.65414  0.54
Cl 0.90523 -3.79353 2.77018  0.52
Cl 3.30749 -3.13639 4.26561  0.52
H 2.99435 -4.85760 2.70395  -0.01
C 0.04540 5.86412 -1.99413  -1.54
Cl -0.60059 6.23537 -0.39112  0.55
Cl -0.76022 6.82187 -3.23795  0.54
Cl 1.78776 6.15038 -2.01524  0.51
H -0.14040 4.81573 -2.19849  -0.03
C -5.09809 -3.59229 -8.50692  -1.56
Cl -5.96963 -3.13550 -7.04072  0.51
Cl -3.45064 -4.09653 -8.11973  0.53
Cl -5.95385 -4.86740 -9.37238  0.50
H -5.04309 -2.72274 -9.15168  0.00
C -0.82593 -5.96480 7.38817  -1.53
Cl -1.28496 -7.65858 7.18359  0.51
Cl -1.96683 -4.91337 6.54415  0.52
Cl -0.73126 -5.52730 9.09950  0.47
H 0.15540 -5.82605 6.94999  -0.03
C -0.12196 -8.86718 11.89858  -1.54
Cl -0.45601 -8.35244 10.24450  0.48
Cl -0.09842 -10.63046 12.02063  0.52
Cl 1.40488 -8.18394 12.46854  0.52
H -0.91549 -8.49614 12.53523  0.01
C -6.23384 -4.47540 -13.59052  -1.55
Cl -6.40562 -3.57476 -15.09863  0.53
Cl -5.48876 -3.47324 -12.34311  0.50
Cl -7.79819 -5.08493 -13.04503  0.52
H -5.58561 -5.32305 -13.77408  0.01
C -7.34716 3.07371 -0.90012  -1.53
Cl -8.82256 2.22926 -0.42250  0.53
Cl -6.43161 3.56626 0.52387  0.51
Cl -6.36261 2.06602 -1.96108  0.56
H -7.62798 3.96136 -1.45312  0.02
C 8.04576 -4.16368 1.00232  -1.53
Cl 7.85249 -4.34459 -0.74391  0.51
Cl 6.48490 -3.86660 1.77429  0.50
Cl 8.82569 -5.58770 1.69560  0.53
H 8.68054 -3.30591 1.18585  0.01
C 6.48519 10.38964 -0.74390  -1.55
Cl 5.33656 10.95133 0.47317  0.52
Cl 8.02468 9.95806 0.00426  0.52
Cl 5.82298 9.01999 -1.63957  0.50
H 6.66200 11.19800 -1.44220  0.01
C -1.67876 -2.29767 11.94692  -1.55
Cl -1.89496 -2.51387 10.21062  0.51
Cl -3.22570 -1.98473 12.73846  0.52
Cl -0.89089 -3.71269 12.65485  0.51
H -1.03788 -1.43950 12.10545  0.01
C -3.41268 5.71090 1.92847  -1.56
Cl -3.69513 4.23097 2.85262  0.52
Cl -4.94568 6.46519 1.48251  0.52
Cl -2.42370 6.84993 2.84554  0.53
H -2.87890 5.44728 1.02289  -0.04

Forces on atoms 1 to 2 (eV/Å):
-0.33 0.67 -0.09
0.37 -0.08 -0.15